Record 1
{"formula": "C16H21N3O2", "method": "ωB97M-V with the def2-TZVPD basis set", "species": ["C", "C", "C", "C", "C", "C", "O", "C", "C", "C", "C", "O", "C", "C", "C", "C", "N", "C", "N", "C", "N", "H", "H", "H", "H", "H", "H", "H", "H", "H", "H", "H", "H", "H", "H", "H", "H", "H", "H", "H", "H", "H"], "positions_angstrom": [[-0.350675, -4.362858, 0.965652], [0.488850, -3.407309, 1.313572], [0.095893, -1.980094, 1.554340], [0.762591, -1.101433, 0.529425], [2.018455, -0.582653, 0.764797], [2.669730, 0.209513, -0.179390], [3.905681, 0.668471, 0.175842], [4.587602, 1.505708, -0.722511], [2.035520, 0.470010, -1.383532], [0.774630, -0.051347, -1.632423], [0.127428, -0.838052, -0.693818], [-1.111531, -1.407588, -0.869726], [-1.974131, -0.884335, -1.853786], [-2.427682, 0.540856, -1.523224], [-3.132305, 0.588139, -0.164737], [-2.912718, 1.928393, 0.542633], [-1.534180, 2.092847, 0.913378], [-0.882094, 1.632712, 1.994586], [0.384894, 1.966212, 1.937369], [0.475907, 2.635996, 0.773765], [-0.661008, 2.732056, 0.125494], [-0.024374, -5.373682, 0.787015], [-1.403984, -4.172031, 0.842073], [1.546189, -3.612915, 1.418746], [0.420203, -1.674277, 2.551834], [-0.987522, -1.883932, 1.478372], [2.516266, -0.767284, 1.703354], [5.523666, 1.767063, -0.231079], [4.022617, 2.420571, -0.931138], [4.806546, 0.993859, -1.666084], [2.497194, 1.079688, -2.143825], [0.314574, 0.168249, -2.583243], [-2.831566, -1.564005, -1.848775], [-1.514085, -0.921257, -2.848939], [-1.549759, 1.189478, -1.491983], [-3.085719, 0.900380, -2.314750], [-4.203104, 0.416684, -0.281444], [-2.729664, -0.206070, 0.468437], [-3.173428, 2.755309, -0.121747], [-3.523318, 1.983760, 1.448096], [-1.349735, 1.084490, 2.786122], [1.388161, 3.060673, 0.411237]], "forces_ev_per_a": [[-0.04, -0.21, -0.02], [-0.03, 0.10, 0.14], [0.03, 0.01, -0.10], [-0.11, 0.09, -0.06], [0.09, 0.10, -0.25], [-0.11, -0.16, -0.06], [-0.16, -0.13, 0.20], [0.10, 0.08, -0.12], [0.37, 0.10, 0.10], [-0.33, -0.22, -0.02], [0.14, 0.14, 0.03], [0.33, -0.14, 0.23], [-0.30, 0.34, -0.31], [0.18, -0.40, 0.19], [0.09, 0.23, -0.10], [-0.55, -0.36, -0.21], [0.44, 0.02, 0.48], [0.02, 0.15, -0.16], [0.29, -0.19, 0.57], [-0.31, -0.10, 0.10], [-0.05, 0.49, -0.70], [0.13, -0.16, -0.03], [-0.22, 0.12, -0.02], [0.13, -0.11, -0.01], [-0.05, 0.05, 0.00], [0.00, 0.02, 0.10], [0.05, -0.01, 0.18], [-0.05, 0.02, -0.08], [0.01, -0.03, -0.01], [-0.03, 0.03, 0.03], [0.08, 0.06, -0.04], [-0.09, 0.02, -0.06], [0.09, 0.05, -0.08], [-0.03, -0.07, 0.08], [-0.08, 0.01, -0.11], [0.01, 0.05, -0.06], [-0.05, -0.04, 0.04], [-0.08, 0.02, 0.05], [0.03, -0.01, 0.17], [0.07, 0.09, -0.09], [-0.21, -0.15, 0.18], [0.20, 0.11, -0.17]], "nbo_charge": [-0.40, -0.16, -0.46, -0.05, -0.22, 0.29, -0.50, -0.25, -0.30, -0.28, 0.33, -0.53, -0.05, -0.45, -0.41, -0.21, -0.18, 0.17, -0.48, 0.14, -0.30, 0.20, 0.19, 0.20, 0.22, 0.22, 0.22, 0.20, 0.17, 0.17, 0.22, 0.21, 0.19, 0.17, 0.24, 0.21, 0.21, 0.21, 0.22, 0.21, 0.20, 0.20], "lumo_ev": 0.859, "total_energy_ha": -936.98976, "e_homo_ev": -7.793, "smiles": "C=CCc1cc(OC)ccc1OCCCCn1cncn1", "gap_ev": 8.652, "e_above_lowest_kcal_mol": 84.14}

=====

Record 2
{"formula": "C5H8O2", "method": "ωB97M-V with the def2-TZVPD basis set", "species": ["C", "C", "O", "C", "C", "C", "O", "H", "H", "H", "H", "H", "H", "H", "H"], "positions_angstrom": [[-2.181790, 0.126660, -0.126520], [-1.116239, 0.883560, 0.098907], [-0.423880, 0.836225, 1.275490], [0.965414, 0.606877, 1.080295], [1.476043, -0.682824, 0.512291], [1.507343, 0.365824, -0.252791], [1.759816, 0.951550, -1.426181], [-2.530219, -0.565402, 0.633517], [-2.703285, 0.168394, -1.075584], [-0.727060, 1.587165, -0.640162], [1.507736, 1.122628, 1.872307], [1.669125, -1.725673, 0.702158], [2.049941, 0.264676, -2.043864], [-0.943301, -1.784005, -0.360631], [-0.309639, -2.155657, -0.249233]], "forces_ev_per_a": [[-0.01, 0.25, 0.09], [-0.30, -0.10, -0.20], [-0.11, -0.10, 0.00], [0.28, 0.26, 0.11], [0.23, 0.05, -0.12], [0.07, -0.13, 0.26], [0.10, -0.17, -0.04], [0.01, 0.08, -0.10], [-0.02, 0.16, 0.16], [-0.04, -0.15, 0.09], [-0.10, 0.03, -0.11], [-0.05, 0.16, -0.01], [0.00, 0.15, 0.01], [0.10, -0.25, -0.04], [-0.17, -0.25, -0.09]], "nbo_charge": [-0.49, 0.13, -0.53, 0.05, -0.30, 0.29, -0.65, 0.21, 0.21, 0.18, 0.18, 0.23, 0.49, 0.02, -0.03], "lumo_ev": 0.612, "total_energy_ha": -345.62203, "e_homo_ev": -8.993, "smiles": "C=CO[C@H]1C=C1O.[H][H]", "gap_ev": 9.605, "e_above_lowest_kcal_mol": 114.79}

=====

Record 3
{"formula": "C5H5NO", "method": "ωB97M-V with the def2-TZVPD basis set", "species": ["C", "C", "C", "C", "N", "C", "O", "H", "H", "H", "H", "H"], "positions_angstrom": [[0.943162, 2.191444, -0.033235], [0.712769, 1.022716, -0.200327], [0.374419, -0.400261, -0.351532], [1.421189, -1.264784, 0.216588], [2.210231, -1.982302, 0.662683], [-1.002903, -0.703157, 0.293412], [-2.038061, -0.148066, -0.469854], [1.173605, 3.223981, 0.119092], [0.282466, -0.643352, -1.417588], [-0.999412, -0.336264, 1.328776], [-1.160778, -1.784221, 0.309701], [-1.964216, 0.814716, -0.424316]], "forces_ev_per_a": [[-0.10, -0.47, -0.07], [0.10, 0.51, 0.07], [-0.01, 0.02, -0.07], [0.68, -0.66, 0.42], [-0.78, 0.72, -0.42], [0.15, -0.21, 0.20], [-0.02, 0.28, 0.01], [-0.06, -0.19, -0.05], [0.06, 0.04, 0.12], [0.00, -0.07, -0.15], [0.04, 0.13, -0.04], [-0.07, -0.10, -0.02]], "nbo_charge": [-0.21, -0.01, -0.43, 0.29, -0.30, -0.03, -0.70, 0.25, 0.28, 0.18, 0.20, 0.48], "lumo_ev": 0.688, "total_energy_ha": -323.43041, "e_homo_ev": -10.795, "smiles": "C#C[C@@H](C#N)CO", "gap_ev": 11.483, "e_above_lowest_kcal_mol": 56.02}

=====

> Number 1 is which compound?

C16H21N3O2